Record 1
C57H152O19 | ωB97M-V/def2-TZVPD

Structure (ORCA input):
```
! RIJCOSX wB97M-V def2-TZVPD def2/J DEFGRID3
* xyz 0 1
C 15.43 15.34 10.69
C 13.97 15.54 10.38
C 13.10 15.74 11.60
O 13.78 16.60 9.51
H 15.85 16.29 11.02
H 15.91 15.03 9.76
H 15.71 14.64 11.48
H 13.66 14.58 9.96
H 13.00 14.86 12.24
H 12.06 15.93 11.34
H 13.52 16.54 12.21
H 13.82 16.27 8.61
C 9.57 17.68 12.95
C 9.18 16.32 13.52
C 10.39 15.42 13.71
O 8.59 16.50 14.79
H 8.73 18.39 12.97
H 9.89 17.53 11.92
H 10.37 18.15 13.52
H 8.45 15.78 12.91
H 11.27 15.90 14.14
H 10.59 14.89 12.78
H 10.12 14.60 14.38
H 7.94 17.20 14.75
C 19.98 17.73 13.60
C 20.41 16.73 14.65
C 19.29 15.92 15.36
O 21.25 15.81 14.01
H 19.46 17.10 12.87
H 20.80 18.31 13.17
H 19.28 18.48 13.97
H 21.01 17.23 15.41
H 18.71 16.46 16.11
H 19.67 15.06 15.92
H 18.62 15.45 14.64
H 21.63 15.23 14.68
C 10.45 21.29 19.22
C 10.14 22.11 17.98
C 10.70 21.50 16.70
O 8.72 22.17 17.84
H 10.00 20.31 19.10
H 10.20 21.78 20.16
H 11.53 21.26 19.28
H 10.47 23.14 18.09
H 11.79 21.49 16.72
H 10.47 22.14 15.84
H 10.28 20.51 16.55
H 8.48 22.88 17.23
C 19.54 18.66 18.19
C 19.51 19.84 17.24
C 18.31 20.77 17.54
O 20.70 20.54 17.43
H 19.58 18.93 19.25
H 20.40 18.06 17.90
H 18.67 18.01 18.05
H 19.49 19.50 16.20
H 18.26 21.62 16.86
H 18.36 21.19 18.55
H 17.36 20.25 17.46
H 20.73 21.18 16.72
C 15.60 17.01 14.70
C 16.33 18.38 14.74
C 16.70 18.91 13.38
O 15.54 19.31 15.45
H 14.55 17.03 14.40
H 15.55 16.49 15.65
H 16.06 16.37 13.95
H 17.26 18.22 15.29
H 17.15 18.06 12.86
H 17.29 19.82 13.41
H 15.85 19.22 12.77
H 15.13 18.87 16.20
C 22.27 20.46 14.41
C 21.39 21.75 14.42
C 19.90 21.52 14.05
O 21.47 22.33 15.73
H 21.91 19.64 15.03
H 23.29 20.66 14.73
H 22.36 20.04 13.41
H 21.84 22.38 13.66
H 19.74 21.18 13.03
H 19.30 22.42 14.13
H 19.36 20.75 14.61
H 22.38 22.53 15.96
C 16.65 15.28 18.05
C 15.60 14.28 18.46
C 14.30 14.50 17.69
O 16.11 13.05 18.12
H 16.96 15.15 17.01
H 17.52 15.20 18.69
H 16.25 16.29 18.12
H 15.37 14.33 19.52
H 13.50 13.82 17.98
H 14.36 14.54 16.60
H 13.96 15.50 17.95
H 15.69 12.37 18.66
C 13.53 20.11 8.55
C 14.34 19.99 9.89
C 13.38 19.74 11.04
O 15.17 18.89 9.88
H 12.83 19.28 8.47
H 14.18 20.09 7.67
H 12.91 21.00 8.52
H 14.94 20.87 10.13
H 14.00 19.59 11.92
H 12.83 18.79 10.94
H 12.70 20.56 11.25
H 14.58 18.14 9.78
C 12.56 25.17 19.14
C 13.60 24.31 18.39
C 14.24 23.25 19.29
O 12.95 23.66 17.35
H 11.74 24.55 19.50
H 12.17 25.99 18.54
H 12.94 25.66 20.04
H 14.38 24.91 17.92
H 14.92 23.81 19.93
H 14.76 22.45 18.76
H 13.55 22.76 19.98
H 13.54 23.06 16.91
C 16.57 18.11 20.16
C 15.26 18.51 20.89
C 14.73 19.94 20.60
O 14.27 17.60 20.56
H 17.49 18.57 20.53
H 16.63 18.37 19.11
H 16.75 17.05 20.32
H 15.32 18.49 21.98
H 14.65 20.12 19.52
H 15.44 20.71 20.87
H 13.86 20.29 21.15
H 14.42 16.75 20.99
C 17.71 12.62 15.14
C 18.52 11.86 16.17
C 19.85 11.36 15.59
O 18.75 12.68 17.35
H 18.37 13.25 14.53
H 16.99 13.29 15.61
H 17.18 12.03 14.39
H 17.88 11.02 16.45
H 19.75 11.01 14.56
H 20.29 10.56 16.18
H 20.58 12.16 15.57
H 17.84 12.77 17.64
C 12.11 17.91 16.12
C 12.61 18.52 17.42
C 11.88 18.02 18.67
O 13.99 18.23 17.64
H 12.07 16.82 16.17
H 12.72 18.25 15.28
H 11.13 18.27 15.81
H 12.63 19.60 17.30
H 12.22 18.57 19.55
H 12.07 16.96 18.83
H 10.80 18.12 18.62
H 14.05 18.08 18.58
C 13.65 11.96 12.42
C 14.09 10.50 12.44
C 13.70 9.71 11.18
O 15.48 10.40 12.68
H 13.83 12.44 13.38
H 12.58 12.03 12.22
H 14.17 12.65 11.76
H 13.61 9.97 13.26
H 12.65 9.88 10.94
H 13.91 8.66 11.39
H 14.31 9.97 10.31
H 15.89 10.79 11.90
C 10.45 14.61 17.67
C 9.20 13.79 17.37
C 8.68 13.02 18.57
O 8.19 14.68 16.86
H 11.20 13.96 18.11
H 10.33 15.46 18.35
H 10.83 14.92 16.70
H 9.41 13.08 16.56
H 7.76 12.48 18.32
H 8.39 13.62 19.44
H 9.38 12.33 19.03
H 8.60 15.22 16.19
C 16.68 23.59 15.49
C 15.29 23.26 14.94
C 15.41 22.74 13.49
O 14.69 22.27 15.73
H 17.35 22.74 15.41
H 16.63 23.93 16.52
H 17.13 24.45 14.99
H 14.75 24.21 14.94
H 16.13 21.92 13.35
H 15.64 23.55 12.80
H 14.45 22.30 13.21
H 15.22 21.47 15.68
C 19.54 11.32 10.42
C 18.43 11.92 11.30
C 18.57 13.41 11.67
O 17.15 11.65 10.77
H 19.57 11.88 9.49
H 19.46 10.25 10.23
H 20.53 11.54 10.81
H 18.55 11.41 12.26
H 18.45 13.99 10.75
H 19.53 13.60 12.15
H 17.75 13.74 12.29
H 17.17 11.70 9.81
C 18.27 17.47 9.75
C 18.79 18.82 10.24
C 20.17 19.18 9.73
O 17.88 19.81 9.70
H 18.64 17.20 8.76
H 17.19 17.37 9.66
H 18.54 16.63 10.39
H 18.72 18.84 11.33
H 20.20 19.20 8.64
H 20.94 18.54 10.17
H 20.42 20.18 10.09
H 16.99 19.47 9.80
C 17.12 23.45 9.39
C 18.00 24.37 8.59
C 19.38 24.43 9.22
O 18.16 23.82 7.33
H 17.71 22.63 9.80
H 16.43 22.97 8.71
H 16.86 24.00 10.30
H 17.42 25.28 8.47
H 19.79 23.43 9.34
H 19.45 24.88 10.21
H 19.95 25.10 8.58
H 18.55 22.96 7.50
*
```

Results
- Lowest unoccupied orbital energy: 0.2 eV
- Kohn-Sham gap: 0.356 Eh
- Energy above the lowest of the compared OMol25 structures with the same formula, charge and spin: 2.7631 eV

=====

Record 2
C57H46BrN4O3P2PbS3 | ωB97M-V/def2-TZVPD

Structure (ORCA input):
```
! RIJCOSX wB97M-V def2-TZVPD def2/J DEFGRID3
* xyz -1 1
Pb 0.73 -1.50 0.19
O 3.02 2.55 0.35
S 1.63 2.19 -0.05
C 1.45 2.82 -1.75
C 2.48 3.62 -2.21
C 2.40 4.17 -3.48
C 1.28 3.92 -4.27
C 0.28 3.09 -3.81
C 0.35 2.50 -2.54
P -0.94 1.35 -1.90
C -2.39 2.48 -2.07
C -3.54 2.21 -2.81
C -4.62 3.08 -2.79
C -4.58 4.24 -2.04
C -3.43 4.54 -1.31
C -2.36 3.66 -1.32
C -1.17 0.16 -3.26
C -0.28 -0.01 -4.32
C -0.50 -1.01 -5.26
C -1.60 -1.84 -5.15
C -2.46 -1.71 -4.07
C -2.24 -0.73 -3.12
C 0.61 3.46 0.77
C 1.03 4.78 0.63
C 0.33 5.80 1.24
C -0.79 5.50 2.01
C -1.18 4.18 2.17
C -0.49 3.13 1.57
P -0.99 1.36 1.75
C -2.78 1.52 2.13
C -3.67 1.28 1.08
C -5.04 1.39 1.29
C -5.53 1.71 2.54
C -4.65 1.92 3.60
C -3.28 1.82 3.39
C -0.29 0.98 3.40
C 0.49 1.85 4.15
C 1.07 1.42 5.34
C 0.85 0.13 5.80
C 0.08 -0.74 5.05
C -0.48 -0.33 3.85
H 3.34 3.78 -1.57
H 3.20 4.79 -3.85
H 1.21 4.36 -5.26
H -0.59 2.88 -4.43
H -3.59 1.31 -3.41
H -5.50 2.84 -3.37
H -5.42 4.92 -2.02
H -3.38 5.44 -0.71
H -1.48 3.91 -0.74
H 0.60 0.61 -4.40
H 0.20 -1.13 -6.08
H -1.77 -2.62 -5.89
H -3.29 -2.40 -3.94
H -2.87 -0.69 -2.24
H 1.91 4.99 0.03
H 0.66 6.83 1.11
H -1.35 6.29 2.48
H -2.06 3.96 2.77
H -3.29 0.98 0.12
H -5.71 1.19 0.47
H -6.60 1.78 2.71
H -5.03 2.15 4.59
H -2.60 1.96 4.23
H 0.67 2.86 3.81
H 1.69 2.11 5.91
H 1.30 -0.20 6.73
H -0.07 -1.76 5.38
H -1.05 -1.03 3.25
Br 0.40 -4.42 3.25
C -1.24 -4.36 2.27
C -2.08 -5.46 2.33
C -3.26 -5.38 1.61
C -3.54 -4.23 0.89
C -2.62 -3.19 0.90
N -1.48 -3.27 1.59
C -2.88 -1.90 0.11
O -3.99 -1.81 -0.46
O -1.95 -1.06 0.13
H -1.82 -6.33 2.91
H -3.96 -6.21 1.62
H -4.45 -4.10 0.31
C 3.07 -2.24 -4.09
C 2.07 -2.20 -2.95
S 2.39 -0.91 -1.78
C 1.04 -3.06 -2.88
C 0.82 -4.14 -3.91
S -0.23 -3.02 -1.67
H 3.82 -1.46 -3.97
H 2.57 -2.08 -5.06
H 3.59 -3.20 -4.15
H 1.55 -4.10 -4.73
H -0.18 -4.06 -4.34
H 0.89 -5.13 -3.45
C 5.10 1.06 4.13
C 3.92 1.26 3.43
C 3.41 0.24 2.63
C 4.12 -0.94 2.50
C 5.30 -1.16 3.21
C 5.78 -0.15 4.03
N 3.55 -1.91 1.62
N 4.34 -2.80 1.26
C 3.78 -3.81 0.42
C 4.70 -4.62 -0.22
C 4.23 -5.66 -1.01
C 2.86 -5.85 -1.09
C 2.02 -4.98 -0.41
N 2.46 -3.96 0.32
H 5.49 1.85 4.76
H 3.39 2.20 3.49
H 2.49 0.37 2.09
H 5.82 -2.10 3.11
H 6.70 -0.30 4.59
H 5.76 -4.41 -0.09
H 4.92 -6.30 -1.54
H 2.44 -6.66 -1.67
H 0.95 -5.08 -0.49
*
```

Results
- Lowest unoccupied orbital energy: 1.7 eV
- Kohn-Sham gap: 0.206 Eh
- Energy above the lowest of the compared OMol25 structures with the same formula, charge and spin: 0.2139 eV